Here is a 7-piece molecular cluster, C25H61BN7O22P2 overall in a non-equilibrium geometry from the Open Molecules 2025 dataset. Energies are from ωB97M-V with the def2-TZVPD basis set.

XYZ file:
```
118
Properties=species:S:1:pos:R:3:lowdin_charge:R:1
C -1.75270 -2.08307 3.84822 -0.10
C -1.36914 -3.27329 2.94717 -0.25
C -2.46606 -3.62744 1.92386 -0.21
C -2.35042 -2.76993 0.63275 -0.20
C -2.07141 -3.61143 -0.62784 -0.21
C -1.05740 -3.00027 -1.60906 -0.20
C -1.16553 -1.49539 -1.96120 -0.19
C 0.14430 -0.74344 -1.68706 -0.25
C 0.27615 0.57429 -2.45421 -0.10
C 1.48122 1.53719 -2.18214 -0.42
C 2.12425 1.94636 -3.51598 -0.10
C 2.78618 3.32311 -3.53364 -0.24
O 3.94094 3.44663 -2.70915 -0.07
O 0.99765 2.73278 -1.56903 0.01
B 1.17176 2.66402 -0.09194 -0.75
C -0.20793 2.86589 0.76670 -0.05
C -1.51059 2.49623 0.06292 -0.26
O -1.77612 3.42284 -0.99685 -0.09
C 2.31710 3.74646 0.39106 -0.11
O 2.34452 4.00644 1.80614 -0.17
C 2.95762 2.94774 2.49748 -0.30
C 2.04844 2.31853 3.56850 -0.07
O 1.77262 1.25365 0.10948 -0.07
C 2.46874 1.08371 -1.08015 -0.50
P 3.15632 -0.65358 -1.22279 1.00
P 5.27372 -0.41794 -1.55986 0.32
O 5.73027 0.68884 -2.42139 -0.31
O 6.08440 -0.45829 -0.13779 -0.34
O 5.60296 -1.89149 -2.17065 -0.21
H -1.39330 -2.22573 4.87003 0.04
H -1.33818 -1.15102 3.44748 0.07
H -2.84293 -1.98841 3.90272 0.05
H -0.47262 -3.02092 2.36409 0.10
H -1.12060 -4.14609 3.56479 0.09
H -3.44734 -3.47372 2.39235 0.10
H -2.40213 -4.69336 1.67127 0.09
H -3.27890 -2.20196 0.50130 0.10
H -1.55343 -2.02522 0.76578 0.10
H -1.63286 -4.56114 -0.29232 0.07
H -3.00281 -3.88826 -1.13889 0.11
H -0.05830 -3.17259 -1.18178 0.11
H -1.07310 -3.57536 -2.54444 0.10
H -2.00770 -1.00947 -1.45027 0.10
H -1.37525 -1.42007 -3.03875 0.10
H 0.27022 -0.60967 -0.60298 0.11
H 0.94690 -1.40954 -2.02766 0.02
H -0.61795 1.19806 -2.33176 0.12
H 0.30871 0.29486 -3.51745 0.09
H 2.82158 1.17245 -3.87437 0.12
H 1.32034 2.00927 -4.26584 0.12
H 2.03279 4.06592 -3.24630 0.12
H 3.09395 3.54704 -4.56497 0.11
H 3.68278 3.93349 -1.92349 0.06
H -0.29391 3.93303 1.03237 0.11
H -0.16634 2.27916 1.69679 0.09
H -2.34895 2.54177 0.77531 0.08
H -1.48525 1.46140 -0.30892 0.11
H -2.43737 3.05761 -1.58950 0.03
H 2.18295 4.73128 -0.08579 0.11
H 3.33670 3.40886 0.11231 0.10
H 3.87481 3.31844 2.98354 0.11
H 3.25152 2.17322 1.77501 0.09
H 2.58514 2.17975 4.51474 0.06
H 1.19587 2.98257 3.74742 0.07
H 1.66560 1.34176 3.25769 0.07
H 3.32593 1.77173 -1.15024 0.09
H 3.22444 -1.01959 0.13371 -0.04
H 6.99433 -0.18104 -0.30417 0.10
H 6.51607 -2.14305 -2.00752 0.06
C -4.29127 4.73478 -4.79318 0.04
N -3.61550 3.67566 -3.99421 -0.43
O -4.14559 3.34233 -2.95079 0.05
O -2.58476 3.22477 -4.42955 0.09
H -5.18531 5.03937 -4.26256 0.07
H -3.58584 5.55446 -4.89170 0.10
H -4.51252 4.30799 -5.76703 0.10
C 2.76702 -3.01864 -5.76856 0.04
N 1.91433 -2.62700 -4.61264 -0.44
O 1.93007 -3.33701 -3.63298 0.06
O 1.26827 -1.61019 -4.74229 0.07
H 3.28530 -3.93481 -5.51203 0.09
H 2.10965 -3.14776 -6.62316 0.09
H 3.45841 -2.19971 -5.94431 0.10
C 6.05443 0.36026 1.42695 -0.11
N 5.86459 1.16685 2.66553 -0.43
O 4.93502 0.87868 3.38396 0.06
O 6.63940 2.08337 2.84992 0.04
H 5.28176 -0.39829 1.39139 0.11
H 5.97026 1.04297 0.58456 0.13
H 7.05058 -0.07021 1.47162 0.13
C -1.38030 -4.35693 8.56149 0.04
N -2.05148 -3.78991 7.35860 -0.45
O -2.50846 -4.56489 6.54782 0.07
O -2.08529 -2.58219 7.27847 0.06
H -1.42351 -5.43739 8.49642 0.09
H -0.35790 -3.99138 8.55888 0.10
H -1.91043 -3.98107 9.43125 0.10
C -3.84780 1.66634 3.84178 0.05
N -4.17747 0.43600 3.07137 -0.45
O -3.71829 0.31987 1.96104 0.07
O -4.88461 -0.38397 3.62454 0.04
H -3.21518 2.29181 3.22055 0.09
H -4.78704 2.15090 4.09097 0.10
H -3.33316 1.34702 4.74328 0.10
C -4.01521 5.58283 -0.56661 0.05
N -4.53275 6.67612 -1.43377 -0.44
O -5.31081 6.38803 -2.32444 0.03
O -4.14159 7.80064 -1.20642 0.06
H -4.45713 4.65119 -0.89664 0.08
H -2.93344 5.54949 -0.67448 0.10
H -4.29004 5.82734 0.45547 0.10
C -2.34294 -8.80671 -1.14264 0.04
N -2.38307 -7.35970 -1.49552 -0.45
O -3.44464 -6.89579 -1.85136 0.07
O -1.34206 -6.75163 -1.39665 0.07
H -3.33677 -9.21679 -1.27572 0.09
H -1.61834 -9.27657 -1.80069 0.10
H -2.01179 -8.87517 -0.11083 0.10
```

Output
Multiplicity ... 1
Highest occupied orbital energy ... -4.3 eV
Net charge ... -1
Maximum force ... 10.0 eV Å⁻¹
Frontier orbital gap ... 6.03 eV

---

Here is a 4-piece molecular cluster, C25H61N3O6 overall in a non-equilibrium geometry from the Open Molecules 2025 dataset. Energies are from ωB97M-V with the def2-TZVPD basis set.

XYZ file:
```
95
Properties=species:S:1:pos:R:3:lowdin_charge:R:1
C -2.09676 2.25299 -4.22885 -0.04
C -1.03499 1.77361 -3.26644 -0.16
N 0.17080 1.13101 -3.92986 -0.25
C 0.89795 0.34262 -2.86238 0.02
C -0.15311 0.20944 -5.07796 -0.19
C -1.00412 -0.99574 -4.69988 -0.03
C 1.12780 2.16654 -4.49771 -0.08
C 1.65553 3.21174 -3.55236 -0.22
O 2.36487 2.67988 -2.46740 -0.21
C 2.39740 3.47502 -1.28360 -0.06
H -2.95819 2.56561 -3.63925 0.09
H -2.42327 1.49892 -4.94057 0.08
H -1.75449 3.12292 -4.79168 0.09
H -1.42724 1.03424 -2.56874 0.13
H -0.59673 2.52386 -2.61034 0.12
H 1.87036 0.14765 -3.30811 0.10
H 0.37435 -0.51550 -2.45670 0.11
H 1.07667 1.01525 -2.02773 0.08
H 0.78600 -0.02836 -5.59168 0.14
H -0.51343 0.83222 -5.90383 0.13
H -0.54300 -1.63899 -3.96171 0.08
H -1.34760 -1.50161 -5.59838 0.10
H -1.91975 -0.56614 -4.28229 0.08
H 0.65708 2.50175 -5.42087 0.14
H 2.01196 1.64441 -4.87658 0.14
H 0.93852 4.01665 -3.34464 0.13
H 2.39414 3.79897 -4.12165 0.14
H 1.51990 4.12045 -1.17279 0.09
H 3.21656 4.19307 -1.39994 0.10
H 2.47367 2.81304 -0.42723 0.08
C 7.74249 -1.92493 0.32126 -0.05
C 6.29079 -2.37956 0.49750 -0.13
N 5.25915 -1.36832 -0.01253 -0.28
C 5.44298 -0.10792 0.77451 0.04
C 5.50017 -1.11352 -1.49450 -0.14
C 4.50184 -0.10531 -2.05906 -0.06
C 3.86775 -1.91497 0.13564 -0.08
C 3.55346 -2.48057 1.50634 -0.17
O 3.84624 -3.88901 1.38419 -0.20
C 3.39387 -4.64852 2.49346 -0.09
H 8.36060 -2.81714 0.18810 0.09
H 8.17052 -1.58587 1.26691 0.09
H 7.96419 -1.22136 -0.47323 0.07
H 6.06143 -2.45460 1.55478 0.12
H 6.03443 -3.27702 -0.05884 0.13
H 5.45441 -0.32256 1.83827 0.11
H 4.61747 0.55303 0.51519 0.11
H 6.37705 0.36801 0.48783 0.11
H 5.49309 -2.10887 -1.93169 0.14
H 6.48320 -0.67555 -1.63350 0.11
H 4.94850 0.89001 -2.03256 0.09
H 3.51010 -0.02922 -1.61809 0.06
H 4.36802 -0.28312 -3.12881 0.09
H 3.68013 -2.59893 -0.68238 0.15
H 3.23135 -1.03029 0.14371 0.10
H 2.49797 -2.39985 1.77429 0.14
H 4.05529 -2.02544 2.36562 0.13
H 4.15742 -5.13873 3.10787 0.09
H 2.77323 -5.44828 2.08454 0.09
H 2.85079 -4.03560 3.21835 0.09
C -4.92729 2.39276 1.12596 -0.05
C -5.18932 2.14237 2.58922 -0.17
N -4.99686 0.73366 3.13679 -0.26
C -3.62077 0.27968 2.67165 0.00
C -4.95257 0.81208 4.65144 -0.16
C -6.23015 1.36444 5.24575 -0.05
C -6.03013 -0.17909 2.48294 -0.06
C -6.11760 -1.52317 3.20260 -0.21
O -5.07162 -2.37316 2.77421 -0.19
C -5.35515 -3.73002 3.13964 -0.07
H -5.05472 3.43424 0.83841 0.10
H -5.49629 1.75753 0.44871 0.09
H -3.86538 2.21729 0.93004 0.07
H -6.17730 2.43232 2.94724 0.12
H -4.50983 2.71997 3.21917 0.13
H -3.64546 -0.00474 1.62687 0.10
H -3.25189 -0.50434 3.32316 0.11
H -2.94131 1.12624 2.75799 0.10
H -4.09455 1.44383 4.88188 0.14
H -4.68211 -0.18621 4.98430 0.12
H -6.31406 1.05566 6.28861 0.10
H -7.06679 0.99443 4.65754 0.08
H -6.22964 2.44930 5.34128 0.09
H -5.77220 -0.26304 1.43627 0.13
H -6.99585 0.28279 2.68460 0.13
H -7.06463 -1.98012 2.88700 0.14
H -6.15519 -1.44994 4.29301 0.13
H -5.44645 -3.73464 4.23316 0.09
H -4.45501 -4.30792 2.94218 0.10
H -6.23352 -4.15317 2.65482 0.10
O -0.35046 1.61374 -0.07797 0.02
C 0.15877 0.66207 0.77854 -0.81
O -0.67918 0.09546 1.53862 -0.06
O 1.39612 0.45327 0.80337 -0.05
H -1.23042 1.67491 0.33896 0.09
```

Output
Multiplicity ... 1
Highest occupied orbital energy ... -12.1 eV
Net charge ... +2
Maximum force ... 3.5 eV Å⁻¹
Relative energy (zero: lowest compared OMol25 entry of this formula, charge and spin) ... 42.9 kcal/mol
Frontier orbital gap ... 8.48 eV